Entry 1:
The molecule C22H27N3O4S. Source: the OMol25 dataset; level of theory: ωB97M-V/def2-TZVPD.

The value obtained for the energy is -1717.9430 Ha. As for the spin multiplicity: 1. For the largest force on an atom, the calculation gives 0.83 eV/Å. Its SMILES is O=C(c1ccc(S(=O)(=O)NC[C@@H]2CCCO2)cc1)N1CCN(c2ccccc2)CC1. As for the relative energy (zero: lowest compared OMol25 entry of this formula, charge and spin): 198.2 kJ/mol. The charge is 0.

Geometry as XYZ:
```
57
Properties=species:S:1:pos:R:3:forces:R:3
O 0.19366 1.70894 3.64871 -0.01 -0.19 0.28
C 0.07861 1.71738 2.43892 -0.17 0.02 -0.07
C -0.95778 0.87996 1.75059 -0.22 -0.22 0.15
C -0.88941 -0.50199 1.89138 0.02 0.21 -0.04
C -1.84097 -1.30484 1.28543 -0.03 -0.13 0.08
C -2.86218 -0.71721 0.56597 -0.34 -0.39 -0.09
S -4.01211 -1.74206 -0.34003 0.27 0.22 -0.50
O -5.26744 -1.06353 -0.46484 0.13 0.21 -0.09
O -3.96903 -3.07438 0.18816 0.29 0.15 0.01
N -3.28580 -1.68297 -1.83939 -0.58 -0.01 0.59
C -2.34930 -2.71522 -2.21181 0.67 -0.21 -0.38
C -1.14475 -2.13025 -2.97141 -0.05 -0.40 0.51
C -0.38858 -1.05417 -2.17766 -0.14 -0.04 -0.19
C -0.98346 0.24312 -2.71981 -0.07 -0.08 -0.17
C -1.26381 -0.13918 -4.17189 0.21 0.42 -0.07
O -1.60077 -1.51367 -4.16814 -0.26 -0.17 0.02
C -2.96740 0.65562 0.45354 -0.09 0.18 0.02
C -2.01208 1.46012 1.04952 0.05 -0.16 0.02
N 0.85369 2.48999 1.63857 0.12 0.24 -0.07
C 0.89417 2.40875 0.19588 -0.02 -0.05 -0.30
C 2.35511 2.15039 -0.25346 -0.15 -0.01 -0.07
N 3.09694 1.54608 0.83187 0.31 0.10 -0.11
C 2.77646 0.22980 1.18432 0.09 -0.23 0.03
C 2.57658 -0.72203 0.17844 -0.08 0.06 -0.11
C 2.30934 -2.04205 0.48030 -0.05 -0.01 0.01
C 2.24545 -2.46517 1.79654 -0.02 -0.13 0.09
C 2.45527 -1.53920 2.80298 0.03 -0.13 -0.03
C 2.71133 -0.21271 2.50796 0.01 0.17 0.06
C 3.29518 2.54729 1.85945 0.06 0.04 0.07
C 1.95065 3.23167 2.22637 -0.01 0.09 0.26
H -0.08405 -0.93689 2.46254 0.06 -0.05 0.04
H -1.81242 -2.37938 1.37259 0.07 -0.14 0.05
H -3.90853 -1.39485 -2.57556 -0.31 0.13 0.03
H -2.01484 -3.19371 -1.29079 0.14 -0.16 -0.13
H -2.82200 -3.47495 -2.84442 0.01 0.02 0.14
H -0.48687 -2.96711 -3.24330 -0.07 0.10 0.05
H 0.67629 -1.10750 -2.40682 0.05 -0.01 0.05
H -0.52589 -1.16987 -1.10507 0.08 0.00 0.08
H -1.91332 0.47113 -2.19963 0.06 0.07 -0.02
H -0.30655 1.09199 -2.64335 0.02 0.07 0.01
H -0.36755 0.01226 -4.79180 -0.11 0.03 0.04
H -2.09420 0.41438 -4.61544 0.07 0.00 0.00
H -3.80138 1.06926 -0.09085 -0.08 0.16 -0.06
H -2.08163 2.53532 0.97593 -0.01 0.11 -0.04
H 0.25445 1.58870 -0.13131 0.09 0.14 -0.02
H 0.52048 3.34396 -0.23977 -0.02 -0.10 -0.07
H 2.85240 3.09093 -0.50477 -0.02 -0.08 -0.04
H 2.36741 1.52169 -1.14102 0.01 0.11 -0.03
H 2.65088 -0.43727 -0.85936 0.02 0.05 -0.09
H 2.15631 -2.74763 -0.32361 0.00 -0.06 -0.08
H 2.03679 -3.49708 2.03284 -0.01 -0.10 0.03
H 2.40682 -1.84427 3.83814 -0.01 -0.01 0.09
H 2.83014 0.46990 3.33309 -0.01 0.11 0.04
H 3.99095 3.29174 1.45698 -0.05 -0.06 0.10
H 3.76754 2.09745 2.72891 0.00 0.05 -0.03
H 1.79154 3.24666 3.30481 0.04 0.10 -0.14
H 1.91968 4.25664 1.84458 0.02 -0.03 0.04
```
Forces are in eV/Å.

Atomic partial charges in e from the Mulliken method, atoms 1 to 8: atom 1 (O): -0.65, atom 2 (C): 0.36, atom 3 (C): -0.08, atom 4 (C): -0.36, atom 5 (C): -0.85, atom 6 (C): 0.19, atom 7 (S): 1.38, atom 8 (O): -0.75


Entry 2:
A structure of composition C35H33BaClN4S2Si2. Source: the OMol25 dataset; level of theory: ωB97M-V/def2-TZVPD.

The value obtained for the energy is -3433.5835 Ha. As for the spin multiplicity: 1. For the largest force on an atom, the calculation gives 2.61 eV/Å. As for the relative energy (zero: lowest compared OMol25 entry of this formula, charge and spin): 75.4 kJ/mol. The charge is 0.

Geometry as XYZ:
```
78
Properties=species:S:1:pos:R:3:forces:R:3
C -2.01436 -0.44701 5.23500 -0.17 -0.44 -0.31
C -2.77457 -0.05823 4.09039 0.24 -0.23 0.21
C -2.58259 -1.04104 3.08260 0.20 0.25 -0.16
H -3.47297 0.78333 4.03683 0.29 -0.31 0.00
C -1.69840 -2.02593 3.58382 -0.02 0.11 0.19
C -1.34812 -1.67236 4.91752 -0.45 0.31 0.02
H -0.78042 -2.28471 5.61884 -0.09 0.22 -0.21
H -2.05336 0.02549 6.21478 0.12 -0.08 -0.23
H -3.05861 -1.05466 2.09426 0.32 0.01 0.47
H -1.40771 -2.93674 3.05357 -0.08 0.37 0.15
Ba 0.15642 0.34920 3.45119 -0.78 -0.48 -1.84
Si 0.55957 -0.14283 -0.80219 0.21 -1.50 0.62
C -0.38232 1.44782 -0.82180 -0.42 1.43 0.86
C 0.03745 2.53486 -1.64530 -0.50 -0.08 0.36
H 1.00699 2.51581 -2.16969 -0.66 -0.27 0.23
C -0.77566 3.66224 -1.82047 -0.15 -0.01 0.23
H -0.47038 4.43367 -2.53218 -0.05 -0.18 0.26
C -1.98437 3.80024 -1.12030 0.28 -0.39 0.14
H -2.63844 4.67189 -1.28397 0.42 -0.50 0.15
C -2.32782 2.80263 -0.18993 -0.05 -0.13 -0.01
H -3.22906 2.91894 0.42098 0.23 -0.01 -0.23
C -1.54784 1.64089 -0.03190 -0.23 0.90 -0.70
H -1.87530 0.88413 0.70056 0.18 0.23 -0.51
C -0.54817 -1.64521 -0.71349 -0.44 0.51 1.30
C -1.81577 -1.71636 -1.33680 -0.09 -1.22 0.14
H -2.30514 -0.82293 -1.73654 0.28 -0.23 0.06
C -2.46344 -2.96306 -1.46554 0.54 0.43 0.07
H -3.40595 -3.01644 -2.00434 0.04 -0.02 0.10
C -1.88939 -4.13212 -0.95142 0.07 0.10 -0.05
H -2.34847 -5.10731 -1.12781 0.03 0.34 0.14
C -0.68206 -4.04350 -0.24308 0.38 0.52 -0.07
H -0.20323 -4.93520 0.16575 -0.26 0.09 -0.05
C -0.02542 -2.81529 -0.09962 -0.71 -0.59 -0.64
H 0.93752 -2.78049 0.42491 -0.30 0.06 -0.19
H 1.46426 -0.21348 0.45118 -0.35 0.20 0.15
Si 2.34656 0.35414 -4.65345 0.50 -0.10 0.95
C 1.61493 -1.29670 -5.06244 -0.03 -0.39 -0.09
C 0.66041 -1.40648 -6.08493 -0.01 -0.35 0.14
H 0.37472 -0.52419 -6.66240 0.04 -0.25 0.17
C 0.05958 -2.63884 -6.35936 0.14 0.04 0.08
H -0.68144 -2.70841 -7.15577 0.15 -0.03 0.21
C 0.41073 -3.77093 -5.61899 0.12 0.25 0.00
H -0.06238 -4.72987 -5.82840 0.09 0.23 0.05
C 1.37987 -3.67397 -4.61658 0.07 0.14 -0.12
H 1.68230 -4.55795 -4.05386 -0.16 0.22 -0.12
C 1.98125 -2.44488 -4.34239 -0.22 -0.21 -0.24
H 2.73907 -2.38158 -3.56052 -0.28 0.02 -0.14
C 1.15000 1.68202 -5.15327 0.05 0.15 -0.37
C -0.17178 1.70227 -4.69106 -0.07 0.39 -0.06
H -0.53282 0.91991 -4.01926 0.15 0.24 -0.07
C -1.02839 2.74412 -5.06125 0.11 -0.19 -0.05
H -2.02958 2.78616 -4.63041 0.22 -0.01 -0.19
C -0.59741 3.72846 -5.95336 0.19 -0.18 0.11
H -1.27122 4.53876 -6.23485 0.19 -0.21 0.04
C 0.69635 3.66881 -6.48161 -0.03 -0.08 -0.01
H 1.02801 4.41235 -7.20783 -0.10 -0.17 0.20
C 1.56538 2.65129 -6.08283 -0.32 0.06 0.17
H 2.57003 2.58367 -6.50426 -0.22 0.17 0.14
H 3.69303 0.60150 -5.24592 -0.31 0.01 -0.11
Cl 2.64210 0.28338 -2.53421 1.28 0.62 -2.19
N -1.10495 3.41343 5.40913 -0.11 -0.04 0.07
C -0.02142 2.87696 6.05094 0.66 -0.91 -0.35
N 0.58689 1.76914 5.64634 0.04 0.96 1.41
C 1.61428 1.39389 6.53995 -1.04 1.93 0.87
C 1.77487 2.28472 7.58988 0.34 -1.04 -0.98
S 0.68213 3.63640 7.46009 0.15 -1.06 -0.24
C 2.33291 0.15118 6.30480 1.21 -2.05 -0.08
C 3.35320 -0.41163 7.05424 -0.83 1.02 -0.43
S 3.90709 -1.91724 6.36835 -0.80 0.78 0.03
C 2.67442 -1.75734 5.13674 -0.68 0.89 0.23
N 1.96156 -0.64013 5.19618 0.99 -0.59 0.74
N 2.44537 -2.73546 4.21258 -0.18 -0.08 0.08
H -1.44780 4.27451 5.82177 -0.21 -0.39 -0.33
H -1.80966 2.77738 5.00533 0.65 0.48 0.44
H 2.50860 2.15982 8.38543 -0.34 0.40 -0.22
H 3.77113 0.03603 7.95709 0.08 -0.40 -0.43
H 3.02609 -3.56046 4.30827 -0.40 0.12 -0.22
H 1.47314 -2.89046 3.90631 0.84 0.15 0.26
```
Forces are in eV/Å.

Atomic partial charges in e from the Mulliken method, atoms 1 to 8: atom 1 (C): -0.46, atom 2 (C): -0.74, atom 3 (C): -0.38, atom 4 (H): 0.42, atom 5 (C): -0.41, atom 6 (C): -0.77, atom 7 (H): 0.38, atom 8 (H): 0.36


Entry 3:
The molecule C4H4F2. Source: the OMol25 dataset; level of theory: ωB97M-V/def2-TZVPD.

The value obtained for the energy is -354.4898 Ha. As for the spin multiplicity: 1. For the largest force on an atom, the calculation gives 1.42 eV/Å. Its SMILES is C=C(F)C(=C)F. As for the relative energy (zero: lowest compared OMol25 entry of this formula, charge and spin): 28.3 kJ/mol. The charge is 0.

Geometry as XYZ:
```
10
Properties=species:S:1:pos:R:3:forces:R:3
C -1.58193 1.09456 -0.00662 0.63 -1.09 0.13
C -0.74741 0.05355 -0.01676 -0.31 -0.03 0.46
F -1.13069 -1.24116 -0.00962 -0.78 0.52 -0.06
C 0.71379 0.10084 0.03584 0.65 0.87 -0.62
C 1.43258 1.21936 -0.01876 1.28 -0.55 0.27
F 1.28694 -1.12029 0.00783 0.03 0.55 0.03
H -2.63503 0.97462 0.05263 -0.67 -0.27 -0.11
H -1.20696 2.09459 0.02506 0.27 0.26 -0.07
H 2.54082 1.16851 -0.08163 -0.99 -0.03 0.13
H 0.99261 2.20540 0.05789 -0.11 -0.26 -0.16
```
Forces are in eV/Å.

Atomic partial charges in e from the Mulliken method, atoms 1 to 8: atom 1 (C): -0.90, atom 2 (C): 0.63, atom 3 (F): -0.24, atom 4 (C): 0.55, atom 5 (C): -0.79, atom 6 (F): -0.24, atom 7 (H): 0.30, atom 8 (H): 0.21